{"formula": "C19H25CaNO5P", "method": "ωB97M-V with the def2-TZVPD basis set", "homo_energy_ha": -0.179, "relative_energy_kcal_mol": 3.3, "max_force_ev_per_a": 0.90, "charge": -1, "multiplicity": 1, "homo_lumo_gap_ev": 7.7389, "total_energy_ha": -2189.1642, "elements": ["Ca", "O", "C", "C", "N", "C", "C", "O", "O", "C", "C", "O", "O", "H", "H", "H", "H", "H", "H", "H", "H", "H", "C", "C", "C", "C", "C", "H", "H", "H", "H", "H", "C", "P", "C", "C", "C", "C", "C", "C", "C", "H", "H", "H", "H", "H", "H", "H", "H", "H", "H", "H"], "xyz": [[-1.147, 0.100, 0.262], [-3.478, 2.589, 0.627], [-3.430, 3.146, -0.672], [-3.252, 2.131, -1.786], [-1.965, 1.439, -1.795], [-1.923, 0.426, -2.868], [-0.708, -0.518, -2.720], [0.078, -0.642, -3.651], [-0.647, -1.077, -1.565], [-0.842, 2.387, -1.898], [-0.283, 2.935, -0.560], [0.403, 3.945, -0.593], [-0.583, 2.241, 0.487], [-2.566, 2.478, 0.936], [-4.396, 3.630, -0.840], [-2.671, 3.933, -0.729], [-4.037, 1.375, -1.704], [-3.400, 2.660, -2.744], [-2.827, -0.181, -2.786], [-1.889, 0.890, -3.862], [-0.013, 1.889, -2.408], [-1.104, 3.263, -2.505], [-2.831, -1.226, 1.721], [-1.695, -2.068, 1.816], [-0.771, -1.448, 2.680], [-1.321, -0.230, 3.120], [-2.599, -0.089, 2.534], [-3.736, -1.436, 1.168], [-1.560, -3.011, 1.305], [0.193, -1.853, 2.961], [-0.855, 0.474, 3.795], [-3.290, 0.730, 2.676], [2.595, 0.770, -0.772], [1.773, -0.147, 0.588], [2.518, 0.674, 2.041], [2.598, -1.771, 0.493], [3.812, -2.053, 1.117], [4.392, -3.309, 1.003], [3.765, -4.295, 0.252], [2.561, -4.019, -0.380], [1.973, -2.767, -0.258], [3.683, 0.692, -0.699], [2.310, 1.823, -0.717], [2.270, 0.356, -1.728], [3.578, 0.902, 1.910], [2.388, 0.066, 2.937], [1.970, 1.607, 2.183], [4.308, -1.289, 1.705], [5.333, -3.518, 1.498], [4.214, -5.276, 0.159], [2.067, -4.780, -0.972], [1.037, -2.544, -0.760]], "nbo_charge": [1.754, -0.742, -0.077, -0.236, -0.498, -0.334, 0.765, -0.684, -0.897, -0.381, 0.772, -0.683, -0.912, 0.500, 0.174, 0.177, 0.200, 0.165, 0.204, 0.182, 0.237, 0.199, -0.444, -0.396, -0.364, -0.372, -0.402, 0.211, 0.213, 0.206, 0.208, 0.220, -0.947, 0.788, -0.953, -0.243, -0.245, -0.213, -0.222, -0.211, -0.222, 0.212, 0.250, 0.254, 0.210, 0.236, 0.260, 0.206, 0.201, 0.203, 0.210, 0.261]}

***

{"formula": "C19H25Cl24FNOS", "method": "ωB97M-V with the def2-TZVPD basis set", "homo_energy_ha": -0.431, "relative_energy_kcal_mol": 163.2, "max_force_ev_per_a": 6.84, "charge": 1, "multiplicity": 1, "homo_lumo_gap_ev": 7.1252, "total_energy_ha": -12410.9162, "elements": ["C", "O", "C", "C", "C", "C", "C", "C", "C", "C", "C", "C", "N", "F", "C", "S", "C", "H", "H", "H", "H", "H", "H", "H", "H", "H", "H", "H", "H", "H", "H", "H", "H", "H", "H", "H", "H", "H", "H", "H", "H", "H", "C", "Cl", "Cl", "Cl", "Cl", "C", "Cl", "Cl", "Cl", "Cl", "C", "Cl", "Cl", "Cl", "Cl", "C", "Cl", "Cl", "Cl", "Cl", "C", "Cl", "Cl", "Cl", "Cl", "C", "Cl", "Cl", "Cl", "Cl"], "xyz": [[7.954, -0.570, -0.015], [6.844, -0.147, -0.931], [5.660, -0.083, -0.059], [4.261, 0.321, -0.816], [3.107, 0.787, 0.293], [3.062, -0.197, 1.624], [2.760, -1.774, 1.276], [1.173, -2.180, 1.224], [0.451, -1.900, -0.237], [-1.146, -1.451, -0.099], [-1.386, 0.167, -0.207], [-0.650, 1.007, 0.995], [-1.340, 1.968, 1.694], [-0.811, 2.706, 2.709], [-2.771, 1.996, 1.121], [-3.810, 1.483, 2.639], [-2.907, 0.783, -0.022], [8.246, 0.299, 0.742], [7.626, -1.480, 0.671], [8.881, -0.925, -0.648], [5.469, -1.149, 0.441], [5.843, 0.760, 0.766], [3.930, -0.601, -1.464], [4.478, 1.260, -1.503], [3.345, 1.895, 0.657], [2.058, 0.829, -0.264], [4.084, -0.188, 2.240], [2.251, 0.225, 2.392], [3.238, -2.403, 2.169], [3.278, -2.162, 0.300], [1.089, -3.355, 1.401], [0.572, -1.695, 2.127], [1.005, -1.014, -0.789], [0.504, -2.842, -0.954], [-1.663, -1.937, 0.855], [-1.690, -1.949, -1.036], [-1.050, 0.670, -1.213], [0.469, 0.885, 1.319], [-3.063, 3.028, 0.596], [-2.912, 0.848, 3.528], [-3.762, 0.050, 0.368], [-3.273, 1.152, -1.084], [-7.310, 2.273, 0.880], [-8.152, 2.156, 2.446], [-7.275, 0.670, 0.103], [-8.172, 3.424, -0.173], [-5.643, 2.843, 1.144], [-6.872, 5.425, 4.408], [-8.575, 4.987, 4.122], [-5.821, 4.071, 3.923], [-6.460, 6.869, 3.450], [-6.631, 5.772, 6.139], [1.125, 0.862, -4.199], [2.539, -0.217, -4.300], [1.312, 2.196, -5.365], [-0.352, -0.058, -4.579], [1.002, 1.528, -2.551], [9.225, 3.183, 2.449], [7.522, 2.745, 2.162], [10.276, 1.829, 1.963], [9.636, 4.628, 1.490], [9.466, 3.531, 4.179], [-2.775, -3.649, -4.732], [-2.536, -4.682, -6.164], [-2.723, -1.936, -5.220], [-4.357, -4.010, -3.996], [-1.482, -3.969, -3.548], [-7.275, -6.716, -3.366], [-5.772, -7.178, -2.528], [-7.665, -5.018, -2.994], [-7.055, -6.904, -5.125], [-8.607, -7.766, -2.819]], "mulliken_charge": [-0.184, -0.392, 0.074, -0.422, 0.248, -0.556, -0.617, -0.636, 0.099, -0.857, 0.924, -0.293, 0.278, -0.147, -0.264, -0.112, -0.601, -0.095, 0.242, 0.271, 0.170, -0.141, 0.070, 0.329, 0.378, -0.522, 0.328, 0.389, 0.323, 0.244, 0.336, 0.216, -0.130, 0.348, 0.349, 0.145, -0.019, 0.126, 0.490, 0.117, 0.303, 0.259, 0.337, -0.062, -0.092, -0.083, -0.109, 0.259, -0.084, -0.014, -0.095, -0.088, 0.240, -0.077, -0.078, -0.009, -0.090, 0.355, -0.099, -0.104, -0.090, -0.090, 0.284, -0.080, -0.095, -0.001, -0.087, 0.322, -0.080, -0.089, -0.076, -0.093]}

***

{"formula": "C19H25Cl3O18", "method": "ωB97M-V with the def2-TZVPD basis set", "homo_energy_ha": -0.334, "relative_energy_kcal_mol": 420.9, "max_force_ev_per_a": 13.20, "multiplicity": 1, "homo_lumo_gap_ev": 8.6576, "total_energy_ha": -3473.2738, "elements": ["C", "Cl", "Cl", "Cl", "H", "C", "C", "O", "C", "O", "O", "H", "H", "H", "H", "C", "C", "O", "C", "O", "O", "H", "H", "H", "H", "C", "C", "O", "C", "O", "O", "H", "H", "H", "H", "C", "C", "O", "C", "O", "O", "H", "H", "H", "H", "C", "C", "O", "C", "O", "O", "H", "H", "H", "H", "C", "C", "O", "C", "O", "O", "H", "H", "H", "H"], "xyz": [[-0.805, -0.309, 0.342], [-2.458, 0.081, 0.866], [-0.501, -2.018, 0.711], [0.272, 0.795, 1.253], [-0.620, -0.161, -0.722], [1.206, -0.985, -4.123], [2.060, -2.195, -3.633], [1.902, -2.222, -2.246], [1.057, -1.222, -1.881], [0.599, -1.004, -0.755], [0.745, -0.403, -2.927], [0.369, -1.194, -4.789], [1.818, -0.244, -4.637], [3.102, -2.131, -3.945], [1.730, -3.120, -4.106], [-3.415, 2.203, 1.532], [-4.196, 2.628, 2.749], [-3.427, 3.666, 3.312], [-2.389, 3.864, 2.595], [-1.515, 4.597, 2.947], [-2.343, 3.098, 1.495], [-4.111, 2.093, 0.700], [-2.972, 1.210, 1.611], [-4.156, 1.802, 3.459], [-5.198, 2.988, 2.517], [2.541, -0.989, 1.123], [3.062, 0.281, 0.515], [2.647, 1.256, 1.499], [2.256, 0.654, 2.630], [1.993, 1.235, 3.714], [2.214, -0.692, 2.454], [3.177, -1.871, 1.203], [1.604, -1.094, 0.576], [2.582, 0.453, -0.448], [4.146, 0.179, 0.450], [-0.453, 0.444, 3.407], [-1.180, 1.703, 3.016], [-0.992, 2.489, 4.176], [-0.634, 1.712, 5.267], [-0.508, 2.120, 6.481], [-0.185, 0.566, 4.766], [0.509, 0.496, 2.897], [-0.991, -0.478, 3.189], [-2.268, 1.658, 3.061], [-0.683, 2.223, 2.197], [-0.318, -4.006, -1.935], [0.460, -3.823, -0.617], [1.658, -4.495, -0.889], [1.833, -4.651, -2.174], [2.803, -5.107, -2.779], [0.732, -4.124, -2.885], [-1.056, -3.211, -2.049], [-0.852, -4.953, -1.853], [-0.072, -4.188, 0.261], [0.548, -2.744, -0.491], [0.621, 2.164, -2.476], [0.096, 1.757, -3.829], [-1.056, 1.025, -3.653], [-1.305, 1.025, -2.289], [-2.323, 0.738, -1.663], [-0.383, 1.650, -1.630], [0.682, 3.249, -2.390], [1.557, 1.624, -2.329], [0.900, 1.275, -4.386], [-0.118, 2.631, -4.444]], "nbo_charge": [-0.247, 0.087, 0.038, 0.067, 0.263, -0.098, -0.120, -0.476, 1.048, -0.669, -0.519, 0.216, 0.193, 0.211, 0.255, -0.124, -0.112, -0.460, 0.966, -0.572, -0.501, 0.187, 0.147, 0.186, 0.197, -0.162, -0.087, -0.488, 0.934, -0.558, -0.484, 0.212, 0.231, 0.178, 0.201, -0.144, -0.153, -0.513, 0.978, -0.613, -0.471, 0.189, 0.190, 0.186, 0.242, -0.116, -0.137, -0.465, 0.985, -0.585, -0.543, 0.204, 0.192, 0.203, 0.217, -0.087, -0.100, -0.474, 0.964, -0.585, -0.477, 0.218, 0.185, 0.175, 0.195]}

***

{"formula": "C19H25Cl4F3O15", "method": "ωB97M-V with the def2-TZVPD basis set", "homo_energy_ha": -0.378, "relative_energy_kcal_mol": 30.6, "max_force_ev_per_a": 9.24, "smiles": "O=C1OC[C@@H](F)O1.O=C1OC[C@@H](F)O1.O=C1OC[C@@H](F)O1.C[C@H]1COC(=O)O1.C[C@H]1COC(=O)O1.ClCCl.ClCCl", "multiplicity": 1, "homo_lumo_gap_ev": 10.4905, "total_energy_ha": -4007.8754, "elements": ["O", "C", "O", "C", "C", "F", "O", "H", "H", "H", "O", "C", "O", "C", "C", "F", "O", "H", "H", "H", "O", "C", "O", "C", "C", "F", "O", "H", "H", "H", "C", "C", "C", "O", "C", "O", "O", "H", "H", "H", "H", "H", "H", "C", "C", "C", "O", "C", "O", "O", "H", "H", "H", "H", "H", "H", "Cl", "C", "Cl", "H", "H", "Cl", "C", "Cl", "H", "H"], "xyz": [[2.675, 3.093, 10.339], [2.969, 3.584, 9.288], [4.155, 3.938, 8.835], [4.118, 4.450, 7.537], [2.640, 4.350, 7.154], [2.664, 3.575, 6.084], [2.029, 3.800, 8.366], [4.308, 5.522, 7.486], [4.792, 3.914, 6.868], [2.308, 5.359, 6.910], [-5.017, 6.219, 6.364], [-4.804, 5.748, 5.206], [-5.336, 6.085, 4.073], [-5.009, 5.272, 2.948], [-3.865, 4.451, 3.608], [-2.813, 4.797, 2.898], [-3.810, 4.911, 4.965], [-5.840, 4.651, 2.615], [-4.884, 5.912, 2.074], [-3.938, 3.366, 3.544], [-3.760, -5.666, -1.891], [-4.748, -5.784, -2.601], [-5.832, -5.027, -2.674], [-6.725, -5.542, -3.649], [-5.811, -6.221, -4.570], [-5.038, -5.305, -5.208], [-4.948, -6.770, -3.560], [-7.371, -6.281, -3.174], [-7.296, -4.729, -4.096], [-6.386, -6.894, -5.205], [7.677, -4.065, 1.753], [8.326, -3.475, 2.980], [7.369, -2.690, 3.842], [7.467, -3.230, 5.112], [8.229, -4.368, 5.021], [8.567, -5.068, 5.997], [8.595, -4.568, 3.881], [6.916, -4.819, 1.955], [8.379, -4.619, 1.129], [7.279, -3.293, 1.095], [9.193, -2.922, 2.619], [6.331, -2.929, 3.609], [7.563, -1.618, 3.796], [-6.148, -0.129, -8.824], [-4.935, 0.784, -8.707], [-5.051, 1.756, -7.599], [-3.884, 1.501, -6.868], [-3.162, 0.574, -7.431], [-2.018, 0.290, -7.063], [-3.740, 0.070, -8.433], [-6.392, -0.467, -7.817], [-5.904, -0.971, -9.472], [-7.003, 0.265, -9.374], [-4.744, 1.269, -9.665], [-5.930, 1.696, -6.957], [-5.212, 2.795, -7.884], [1.708, -0.370, 0.896], [0.576, -1.116, -0.283], [-1.056, -0.794, 0.273], [0.662, -0.460, -1.149], [0.716, -2.176, -0.496], [7.277, 1.517, -2.188], [5.989, 1.558, -3.385], [5.019, 2.997, -3.208], [6.510, 1.664, -4.337], [5.407, 0.637, -3.354]], "nbo_charge": [-0.565, 0.970, -0.475, -0.118, 0.441, -0.320, -0.489, 0.184, 0.213, 0.159, -0.591, 0.972, -0.479, -0.123, 0.442, -0.324, -0.482, 0.193, 0.224, 0.168, -0.551, 0.975, -0.479, -0.122, 0.426, -0.332, -0.518, 0.201, 0.214, 0.186, -0.631, 0.058, -0.101, -0.486, 0.967, -0.615, -0.452, 0.226, 0.225, 0.222, 0.201, 0.187, 0.198, -0.632, 0.051, -0.103, -0.468, 0.962, -0.613, -0.453, 0.214, 0.232, 0.231, 0.193, 0.188, 0.198, -0.046, -0.391, -0.021, 0.226, 0.233, -0.029, -0.412, -0.007, 0.223, 0.226]}